(1)
DFT (ωB97M-V/def2-TZVPD) results for a molecular structure, C38H52AsI2N2O4RhSTe.

Summary:
net charge	+1
expectation value of S²	0.76
gap between HOMO and LUMO (spin up / spin down)	6.8 / 6.6	eV
relative energy (zero: lowest compared OMol25 entry of this formula, charge and spin)	0.9121	eV
spin multiplicity	2
E_tot	-5497.33247	a.u.

The geometry in XYZ format:
```
102
Properties=species:S:1:pos:R:3:forces:R:3:lowdin_charge:R:1
Rh 0.384047 1.456836 1.464411 -0.5 -0.7 -0.2 0.97
I 0.779624 1.996315 6.553106 0.0 0.0 0.0 0.96
C 2.225878 1.818783 5.076447 0.2 0.0 0.3 -0.64
C 3.595191 1.789177 5.429940 -0.2 0.0 0.0 -0.20
C 4.580844 1.645887 4.493489 0.0 0.0 -0.1 -0.67
I 6.571867 1.622727 5.103663 0.0 0.0 0.0 0.95
C 4.228638 1.519885 3.125544 0.1 0.0 -0.1 -0.20
C 5.126566 1.360129 2.039386 0.1 0.0 0.2 -0.02
C 4.663641 1.265539 0.760337 -0.4 0.0 -0.2 -0.02
C 3.270824 1.317796 0.526364 0.5 0.0 0.1 -0.12
N 2.424870 1.449498 1.512670 -0.1 -0.1 -0.1 -0.01
C 2.863244 1.555679 2.800718 -0.2 0.1 -0.1 -0.13
C 1.831750 1.713533 3.766719 0.0 0.0 -0.2 -0.41
O 0.570143 1.722191 3.368503 0.2 0.3 0.8 -0.26
H 3.857263 1.885105 6.474830 0.0 0.0 0.0 0.08
H 6.189313 1.315066 2.241380 0.0 0.0 0.0 0.07
H 5.338938 1.142711 -0.074206 0.0 0.0 0.0 0.11
H 2.861194 1.250864 -0.473788 0.0 -0.1 0.0 0.09
C 1.419034 4.521343 -1.311350 0.1 0.0 -0.1 -0.19
As 0.268806 4.754273 0.199931 -0.1 -0.2 0.2 1.00
C -1.526247 4.818516 -0.445786 -0.1 0.0 0.0 -0.19
C 0.681829 6.425170 1.013354 0.0 0.1 0.1 -0.19
O 0.502060 3.559747 1.333099 0.2 0.3 0.0 -0.58
H 1.180237 5.243703 -2.090764 0.0 0.0 0.0 0.05
H 1.283370 3.510915 -1.695152 0.0 0.0 0.0 0.02
H 2.450666 4.654122 -0.989997 0.0 0.0 0.0 0.05
H -1.655615 5.695003 -1.079927 0.0 0.0 0.0 0.05
H -2.191739 4.855591 0.414374 0.0 0.0 0.0 0.04
H -1.733358 3.914994 -1.018155 0.0 0.0 0.0 0.03
H 0.498047 7.241159 0.316314 0.0 0.0 0.0 0.05
H 1.727898 6.415151 1.311960 0.0 0.0 0.0 0.05
H 0.055133 6.535728 1.895985 0.0 0.0 0.0 0.05
C 0.666505 -1.595549 3.427068 0.2 0.0 0.0 0.00
C 0.706187 -1.505964 1.916572 0.0 0.2 0.1 -0.70
O 1.052031 -2.598331 1.315355 -0.2 0.0 -0.1 -0.23
N 0.379083 -0.443187 1.260574 0.1 0.2 -0.4 -0.12
Te 1.495573 -1.711815 -0.982347 0.2 0.0 0.1 1.80
C 2.012125 -3.235440 -2.369246 0.0 -0.1 -0.1 -0.38
C 2.479127 -4.477573 -1.933416 0.0 0.0 -0.1 -0.31
C 2.706473 -4.846177 -0.491082 0.0 0.0 0.0 -0.05
C 2.783175 -5.441352 -2.896393 0.0 0.0 0.0 -0.01
C 2.646743 -5.199366 -4.251259 0.0 0.0 0.0 -0.25
C 2.978847 -6.253974 -5.270106 0.0 0.0 0.0 -0.04
C 2.205640 -3.941807 -4.654870 0.0 0.0 0.0 -0.01
C 1.889628 -2.948024 -3.742496 0.0 -0.1 0.0 -0.29
C 1.426249 -1.611324 -4.261475 0.0 0.0 -0.1 -0.06
C -0.499108 -1.514669 -1.624561 -0.1 -0.1 0.1 -0.37
C -0.924978 -0.271904 -2.100366 -0.1 0.1 0.0 -0.35
C -0.099162 0.979331 -1.979852 0.1 0.0 0.0 -0.10
C -2.197705 -0.167006 -2.656281 0.0 0.0 0.0 -0.04
C -3.072095 -1.241985 -2.690185 0.0 0.0 0.0 -0.25
C -4.447482 -1.111572 -3.285185 0.0 0.0 0.0 -0.04
C -2.644564 -2.446233 -2.142420 0.0 0.0 0.0 0.00
C -1.366873 -2.617228 -1.618057 0.0 0.1 -0.1 -0.26
C -0.981560 -3.970071 -1.085717 0.0 0.0 0.0 -0.04
H -0.170099 -2.240838 3.702241 0.0 0.0 0.0 0.09
H 0.553428 -0.621160 3.894550 -0.1 0.0 0.0 0.05
H 1.577090 -2.076582 3.784249 0.0 0.0 0.0 0.09
H 2.314062 -4.124782 0.219619 -0.1 0.1 0.0 0.02
H 3.776573 -4.950692 -0.299288 0.0 0.0 0.0 0.09
H 2.244803 -5.809964 -0.270198 0.0 0.0 0.0 0.09
H 3.140811 -6.410409 -2.564040 0.0 0.0 0.0 0.12
H 3.327532 -7.168894 -4.794378 0.0 0.0 0.0 0.08
H 3.758347 -5.905738 -5.949368 0.0 0.0 0.0 0.09
H 2.105137 -6.497847 -5.876529 0.0 0.0 0.0 0.09
H 2.109765 -3.728615 -5.714716 0.0 0.0 0.0 0.12
H 1.616605 -1.535144 -5.331119 0.0 0.0 0.0 0.08
H 1.951914 -0.786754 -3.773539 0.0 0.0 0.0 0.06
H 0.355294 -1.467552 -4.100705 0.1 0.0 0.0 0.08
H 0.903431 0.872115 -2.398499 0.0 0.0 0.0 0.05
H 0.027549 1.250211 -0.912151 0.0 0.0 -0.2 0.02
H -0.592816 1.814104 -2.479235 0.0 0.0 0.0 0.08
H -2.515881 0.788587 -3.062148 0.0 0.0 0.0 0.12
H -4.639131 -0.094390 -3.625494 0.0 0.0 0.0 0.07
H -5.215043 -1.378837 -2.556757 0.0 0.0 0.0 0.09
H -4.567020 -1.780011 -4.139106 0.0 0.0 0.0 0.09
H -3.322937 -3.293181 -2.134012 0.0 0.0 0.0 0.13
H -1.873490 -4.566874 -0.899549 0.0 0.0 0.0 0.09
H -0.420479 -3.893035 -0.153822 0.0 0.0 0.0 0.06
H -0.365202 -4.506706 -1.809358 0.0 0.0 0.0 0.09
C -4.346925 1.514787 4.239464 0.0 0.0 0.0 -0.09
C -3.656081 0.302460 3.619421 0.0 0.1 0.0 -0.26
C -2.204040 0.553144 3.225367 -0.1 0.0 0.1 -0.31
S -1.901999 1.573598 1.792897 0.3 0.3 0.2 0.83
O -2.426156 2.939128 1.974568 0.0 -0.2 -0.1 -0.43
C -2.832954 0.771556 0.495695 0.0 -0.1 0.0 -0.29
C -4.312966 1.183143 0.453185 0.0 0.0 0.0 -0.26
C -4.611504 2.111807 -0.717080 0.0 0.0 0.0 -0.08
H -5.405598 1.314346 4.402602 0.0 0.0 0.0 0.08
H -4.255167 2.398550 3.608702 0.0 0.0 0.0 0.06
H -3.900297 1.757234 5.205245 0.0 0.0 0.0 0.08
H -4.223132 -0.072176 2.765193 0.0 0.0 0.0 0.09
H -3.633961 -0.515892 4.342290 0.0 0.0 0.0 0.12
H -1.674402 -0.369094 2.978100 0.0 0.0 0.0 0.07
H -1.641342 1.059742 4.013864 0.0 0.0 0.0 0.09
H -2.665861 -0.301501 0.615914 0.0 0.0 0.0 0.11
H -2.324809 1.069083 -0.419383 0.0 0.0 0.0 0.06
H -4.592436 1.686263 1.378475 0.0 0.0 0.0 0.09
H -4.921790 0.280325 0.384962 0.0 0.0 0.0 0.11
H -4.089090 3.062067 -0.594049 0.0 0.0 0.0 0.07
H -5.677869 2.326649 -0.785374 0.0 0.0 0.0 0.08
H -4.299695 1.665816 -1.664388 0.0 0.0 0.0 0.06
```
Positions in Å, forces in eV/Å.



(2)
DFT (ωB97M-V/def2-TZVPD) results for a gas-phase ion, C4H7N2 (charge +1) in a non-equilibrium geometry.

Summary:
net charge	+1
SMILES	[H]/N=C(/C)C=[N+]=C
gap between HOMO and LUMO	6.4	eV
relative energy (zero: lowest compared OMol25 entry of this formula, charge and spin)	7.7581	eV
E_tot	-265.62337	a.u.

The geometry in XYZ format:
```
13
Properties=species:S:1:pos:R:3:forces:R:3:lowdin_charge:R:1
H 0.121166 2.627511 0.540431 0.8 -1.0 -0.1 0.08
N 0.616753 1.820220 0.996768 -3.0 -3.6 -2.3 0.17
C 0.093820 0.592992 0.629683 -1.7 4.2 4.6 -0.40
C 0.397069 -0.633807 1.416865 2.0 1.7 0.4 0.02
C -1.017098 0.186106 -0.314052 4.3 0.8 -1.1 0.05
N -0.829958 -0.807313 -1.135677 4.3 -0.3 -1.0 0.14
C 0.448568 -1.137889 -1.630010 -5.1 0.6 -0.2 0.25
H 1.111265 -0.429809 0.546183 1.5 -3.1 0.5 0.11
H 0.894814 -0.595015 2.404756 -0.1 0.6 -0.9 0.13
H -0.314197 -1.411542 1.399660 -0.4 -1.0 -0.8 0.08
H -1.632209 1.013362 -0.447061 -2.6 0.6 -0.6 0.14
H 1.173683 -0.360132 -1.760135 0.4 0.7 0.4 0.11
H 0.603771 -1.979135 -2.326388 -0.5 -0.2 1.1 0.12
```
Positions in Å, forces in eV/Å.



(3)
DFT (ωB97M-V/def2-TZVPD) results for a single C17H25ClN2O2 molecule.

Summary:
SMILES	Cc1cc(Cl)ccc1OCCCC(=O)NC1CCN(C)CC1
gap between HOMO and LUMO	8.9	eV
relative energy (zero: lowest compared OMol25 entry of this formula, charge and spin)	0.5473	eV
E_tot	-1382.99622	a.u.

The geometry in XYZ format:
```
47
Properties=species:S:1:pos:R:3:forces:R:3:lowdin_charge:R:1
C -0.587076 -1.532350 -1.409177 0.0 0.1 0.0 -0.02
C -1.546990 -1.188670 -2.500530 0.0 0.2 0.1 -0.18
C -1.939012 -2.124278 -3.439004 -0.1 0.1 0.0 -0.07
C -2.814455 -1.777671 -4.457044 0.0 0.2 0.1 -0.68
Cl -3.288961 -2.970523 -5.618759 -0.1 -0.2 -0.2 0.66
C -3.306354 -0.492202 -4.552519 0.1 -0.2 0.0 -0.11
C -2.921984 0.454949 -3.615870 0.1 0.2 0.2 -0.01
C -2.050336 0.121010 -2.587341 -0.1 -0.3 -0.2 -0.22
O -1.638295 0.984557 -1.616460 0.1 -0.2 0.1 -0.04
C -1.945088 2.352399 -1.769055 -0.2 0.4 0.1 -0.20
C -1.242802 3.147017 -0.671562 0.0 -0.2 -0.3 -0.16
C 0.281433 3.143739 -0.822317 -0.1 -0.1 -0.1 -0.10
C 0.900344 1.796412 -0.474498 0.0 0.6 0.0 -0.50
O 1.443173 1.079636 -1.287481 0.3 -0.2 -0.4 0.06
N 0.808884 1.489518 0.837540 -0.1 -0.1 0.4 0.11
C 1.329850 0.272340 1.418858 0.1 0.0 0.2 -0.32
C 2.578846 0.540842 2.261107 0.0 -0.3 -0.2 -0.12
C 3.072137 -0.762918 2.880075 0.0 0.3 0.1 -0.21
N 2.035871 -1.348614 3.710961 0.0 -0.1 -0.1 -0.23
C 2.521681 -2.499665 4.439007 0.0 0.0 0.0 -0.10
C 0.865927 -1.671148 2.915219 -0.2 0.2 0.1 -0.21
C 0.283742 -0.401251 2.303712 0.2 -0.3 -0.2 -0.13
H -0.235673 -2.555457 -1.507019 0.0 -0.1 0.0 0.08
H 0.259630 -0.848987 -1.449410 0.1 0.0 0.1 0.06
H -1.065886 -1.408880 -0.439023 0.0 0.0 0.1 0.08
H -1.555483 -3.131427 -3.383294 0.0 -0.1 0.0 0.11
H -3.983757 -0.223318 -5.347338 -0.1 0.0 -0.1 0.10
H -3.319231 1.453278 -3.705975 0.0 0.1 0.0 0.10
H -3.031723 2.507042 -1.687501 0.1 0.0 -0.1 0.13
H -1.612547 2.706359 -2.754425 -0.1 0.0 0.0 0.14
H -1.528335 2.728557 0.295141 -0.1 0.1 0.0 0.11
H -1.606181 4.175596 -0.721485 0.0 0.0 0.0 0.12
H 0.550967 3.381887 -1.851802 0.1 0.0 0.1 0.12
H 0.712362 3.903627 -0.166417 0.0 0.0 0.0 0.12
H 0.392709 2.151067 1.473375 0.0 0.0 -0.1 0.14
H 1.590743 -0.378601 0.578395 0.0 0.0 0.1 0.14
H 3.362663 0.976215 1.639995 0.0 0.1 0.0 0.12
H 2.332867 1.243532 3.059848 0.0 0.1 0.0 0.12
H 3.942039 -0.563403 3.510890 0.0 -0.1 -0.1 0.12
H 3.383802 -1.454587 2.075561 0.0 0.0 0.0 0.13
H 3.364185 -2.199211 5.060230 0.0 -0.1 0.0 0.08
H 1.729162 -2.873096 5.086025 0.0 -0.1 0.0 0.08
H 2.848348 -3.317354 3.776872 0.0 0.0 0.0 0.09
H 0.125517 -2.136372 3.571039 0.0 0.0 -0.1 0.12
H 1.108552 -2.388292 2.109006 0.0 0.0 0.0 0.13
H -0.607475 -0.641259 1.722763 0.0 0.0 0.0 0.10
H 0.002210 0.279957 3.109688 -0.1 0.0 0.1 0.12
```
Positions in Å, forces in eV/Å.



- Which value of relative energy (zero: lowest compared OMol25 entry of this formula, charge and spin) does entry 1 give?
  0.9121 eV